Arrangement A

The following is a DFT calculation (ωB97M-V with the def2-TZVPD basis set) of a structure of composition C24H39BiN3O9SSe.

The charge is +1. Its HOMO energy is -10.8 eV. Its spin multiplicity is 1.

Cartesian coordinates (Å):
Bi -0.1198 0.8062 -0.5011
O -1.0140 3.3576 -0.0921
C -2.4388 3.4767 -0.1080
C -3.0102 2.1123 0.1888
N -2.5609 1.0806 -0.7836
C -2.8332 1.4839 -2.1777
C -1.6760 2.2924 -2.7747
O -1.8971 3.2699 -3.4540
O -0.4934 1.8205 -2.4878
C -3.1784 -0.2093 -0.4243
C -2.4995 -0.8326 0.7911
O -3.1441 -1.4913 1.5777
O -1.2116 -0.6425 0.8419
H -0.6301 3.8502 -0.8292
H -2.7780 4.1756 0.6589
H -2.7799 3.8469 -1.0749
H -2.6928 1.7836 1.1817
H -4.1039 2.1658 0.1855
H -2.9223 0.5784 -2.7774
H -3.7626 2.0482 -2.2552
H -4.2483 -0.1048 -0.2407
H -3.0252 -0.8951 -1.2582
C 1.9766 3.9135 0.8592
O 1.7957 3.1114 -0.3001
C 2.8835 3.2344 -1.1985
C 2.6915 2.2469 -2.3232
O 2.4063 0.9316 -1.8483
C 3.4423 0.3442 -1.0834
C 3.0172 -1.0715 -0.7980
O 1.9054 -1.1263 0.0972
C 2.2776 -1.1082 1.4702
H 2.0013 4.9759 0.5972
H 1.1420 3.7150 1.5247
H 2.9150 3.6566 1.3608
H 2.9201 4.2428 -1.6272
H 3.8267 3.0714 -0.6639
H 1.8323 2.5318 -2.9263
H 3.5862 2.2267 -2.9538
H 4.3786 0.3431 -1.6529
H 3.6088 0.8953 -0.1512
H 2.6844 -1.5325 -1.7280
H 3.8533 -1.6484 -0.3935
H 3.0553 -1.8521 1.6595
H 2.6311 -0.1209 1.7796
H 1.3858 -1.3577 2.0402
O 0.0462 1.6528 2.0638
S -0.6953 1.2315 3.3260
C -1.2873 2.7689 4.0777
C -0.1497 3.3126 4.9328
C 0.3874 2.0906 5.6715
C 0.5910 1.0174 4.6023
H -2.1620 2.5112 4.6788
H -1.5931 3.4043 3.2464
H -0.4913 4.0959 5.6083
H 0.6244 3.7370 4.2896
H -0.3466 1.7527 6.4060
H 1.3158 2.2910 6.2053
H 0.5622 -0.0049 4.9749
H 1.5106 1.1760 4.0357
C -0.3627 -3.4873 0.0496
N -0.3741 -3.7838 -1.3778
C -0.2951 -2.9142 -2.3931
Se -0.2899 -1.0442 -2.5618
N -0.2722 -3.6260 -3.5364
C -0.3519 -4.9889 -3.2667
C -0.3730 -6.1054 -4.0867
C -0.4626 -7.3322 -3.4544
C -0.5299 -7.4359 -2.0586
C -0.5091 -6.3148 -1.2477
C -0.4169 -5.0889 -1.8886
H 0.0162 -2.4886 0.2032
H 0.2934 -4.2044 0.5411
H -1.3656 -3.5639 0.4666
H -0.2336 -3.1874 -4.4420
H -0.3235 -6.0252 -5.1643
H -0.4837 -8.2331 -4.0522
H -0.6052 -8.4147 -1.6050
H -0.5696 -6.3945 -0.1710



Arrangement B

The following is a DFT calculation (ωB97M-V with the def2-TZVPD basis set) of a structure of composition C24H39BiN3O9SSe.

The charge is +1. Its HOMO energy is -10.3 eV. Its spin multiplicity is 1.

Cartesian coordinates (Å):
Bi -1.0729 -0.4647 -0.3009
O -1.0793 -2.6656 -1.5831
C -2.1444 -3.4629 -1.0355
C -3.4227 -2.6490 -0.9048
N -3.2969 -1.5512 0.0873
C -3.3594 -2.0725 1.4633
C -1.9961 -2.3269 2.0954
O -1.9433 -2.9208 3.1512
O -0.9747 -1.8263 1.4568
C -4.3178 -0.5096 -0.1568
C -3.9437 0.4185 -1.3121
O -4.8093 0.8468 -2.0446
O -2.6687 0.7048 -1.3834
H -1.3600 -2.3288 -2.4714
H -1.7997 -3.8099 -0.0643
H -2.3248 -4.3311 -1.6684
H -4.2424 -3.3161 -0.6242
H -3.6726 -2.2058 -1.8726
H -3.9351 -2.9970 1.5258
H -3.8535 -1.3496 2.1091
H -4.3769 0.1310 0.7240
H -5.3015 -0.9389 -0.3478
C -2.9560 -0.3025 -4.0774
O -1.9518 -1.2259 -3.6457
C -0.7490 -1.1790 -4.3983
C -0.0207 0.1345 -4.3181
O 0.2983 0.4444 -2.9759
C 0.8986 1.7248 -2.8865
C 1.3040 1.9992 -1.4658
O 0.2117 2.0539 -0.5682
C -0.7305 3.0873 -0.8852
H -3.0932 -0.3738 -5.1592
H -2.7044 0.7203 -3.7976
H -3.8832 -0.5716 -3.5792
H -0.9622 -1.3809 -5.4517
H -0.1155 -1.9775 -4.0115
H -0.6239 0.9376 -4.7559
H 0.8942 0.0438 -4.9138
H 0.1966 2.4864 -3.2442
H 1.7955 1.7805 -3.5147
H 1.8625 2.9425 -1.4412
H 1.9490 1.2013 -1.0972
H -0.2097 4.0324 -1.0609
H -1.3919 3.1872 -0.0280
H -1.3410 2.8298 -1.7489
O -1.7355 0.8396 1.5032
S -0.8818 1.6606 2.5036
C -2.1698 2.6792 3.2657
C -2.9190 1.7299 4.1917
C -1.8204 1.0302 4.9904
C -0.7424 0.6069 3.9828
H -2.7672 3.1226 2.4706
H -1.6496 3.4614 3.8267
H -3.4710 1.0003 3.5947
H -3.6251 2.2585 4.8303
H -2.1995 0.1680 5.5360
H -1.4007 1.7283 5.7171
H -0.8533 -0.4212 3.6317
H 0.2759 0.7227 4.3526
C 3.9310 1.7729 1.8309
N 4.2616 0.4715 1.2779
C 3.3711 -0.4764 0.9488
Se 1.5354 -0.5228 1.2208
N 4.0600 -1.5195 0.4538
C 5.4302 -1.2599 0.4820
C 6.5356 -2.0137 0.1196
C 7.7755 -1.4137 0.2695
C 7.9022 -0.1143 0.7726
C 6.7952 0.6225 1.1612
C 5.5570 0.0206 1.0027
H 2.8488 1.8740 1.8380
H 4.3694 2.5577 1.2158
H 4.3141 1.8624 2.8463
H 3.6050 -2.3674 0.1615
H 6.4329 -3.0276 -0.2488
H 8.6662 -1.9651 -0.0064
H 8.8881 0.3240 0.8639
H 6.8983 1.6184 1.5747



Q: What are the energies relative to the best structure? A: arrangement A 0.0; arrangement B 6.8, in kcal/mol.